# 1
{
  "formula": "C6H7N",
  "method": "ωB97M-V/def2-TZVPD",
  "symbols": ["N", "C", "C", "C", "C", "C", "C", "H", "H", "H", "H", "H", "H", "H"],
  "xyz": [[-1.498569, -2.391174, -1.429745], [-1.033182, -1.694082, -0.633163], [-0.337749, -0.768361, 0.250347], [-0.998466, 0.655880, 0.225186], [0.162019, 1.570928, 0.015831], [1.338641, 0.913447, -0.065250], [1.126120, -0.546016, -0.293869], [-0.355889, -1.175580, 1.274389], [-1.789633, 0.771483, -0.509037], [-1.423450, 0.922817, 1.211154], [0.081781, 2.644657, 0.172323], [1.625649, 0.989035, 0.958784], [1.164937, -0.778086, -1.360867], [1.937792, -1.114948, 0.183915]],
  "atomic_forces_ev_per_a": [[0.26, 0.52, 0.74], [-0.47, -0.75, -0.76], [-0.02, -0.09, -0.24], [-0.24, -0.05, -0.46], [-0.35, 0.02, -0.18], [-0.91, -0.44, 0.67], [-0.37, -0.27, -0.08], [0.14, 0.17, -0.37], [-0.32, -0.27, -0.10], [0.10, -0.14, -0.45], [0.02, -0.20, 0.47], [2.86, 1.67, 0.69], [-0.06, -0.05, 0.08], [-0.65, -0.13, 0.00]],
  "e_above_lowest_kcal_mol": 77.4,
  "gap_ev": 9.04,
  "homo_ev": -8.9,
  "smiles": "N#CC1CC=CC1",
  "charge": 0
}



# 2
{
  "formula": "C6H7N",
  "method": "ωB97M-V/def2-TZVPD",
  "symbols": ["N", "C", "C", "C", "C", "C", "C", "H", "H", "H", "H", "H", "H", "H"],
  "xyz": [[-0.530839, -2.884379, 0.721962], [0.048892, -1.940100, 0.383043], [0.774864, -0.706474, -0.016967], [0.434490, 0.521103, 1.220929], [-0.611532, 1.289162, 0.482315], [-0.870480, 0.854815, -0.748303], [0.110900, -0.137932, -1.301656], [1.824073, -1.007730, -0.164829], [0.086657, -0.168147, 1.984393], [1.048486, 1.254319, 1.827408], [-1.052631, 2.222721, 0.829895], [-1.729679, 1.194544, -1.311913], [-0.378736, -0.868543, -1.961781], [0.845536, 0.376641, -1.944495]],
  "atomic_forces_ev_per_a": [[0.63, 0.98, -0.42], [-0.25, -0.16, 0.54], [0.05, 0.79, 0.69], [0.14, -0.94, -0.73], [-0.24, -0.19, -0.34], [-0.15, 0.28, 0.00], [-0.03, 0.05, 0.18], [-0.33, 0.47, 0.23], [-0.69, 0.32, 0.24], [0.68, -1.16, -1.39], [-0.18, -0.51, 0.44], [0.28, 0.32, -0.28], [0.26, -0.17, 0.51], [-0.16, -0.07, 0.33]],
  "e_above_lowest_kcal_mol": 46.6,
  "gap_ev": 10.35,
  "homo_ev": -9.5,
  "smiles": "N#CC1CC=CC1",
  "charge": 0
}



# 3
{
  "formula": "C6H7N",
  "method": "ωB97M-V/def2-TZVPD",
  "symbols": ["N", "C", "C", "C", "C", "C", "C", "H", "H", "H", "H", "H", "H", "H"],
  "xyz": [[-0.994221, 1.354932, -1.851723], [-0.506607, 1.310807, -0.806807], [-0.107581, 0.836084, 0.519524], [1.280102, 0.169661, 0.416335], [0.921756, -1.159331, -0.249669], [-0.423780, -1.338537, -0.371964], [-1.099861, -0.349483, 0.592063], [-0.180330, 1.643215, 1.254397], [1.960953, 0.751109, -0.238494], [1.740915, 0.119583, 1.400128], [1.709988, -1.783130, -0.659516], [-1.017017, -0.746708, -1.899322], [-2.115555, -0.086412, 0.280090], [-1.168761, -0.721795, 1.614955]],
  "atomic_forces_ev_per_a": [[0.40, 0.53, 0.22], [-0.43, 0.39, -0.89], [-0.22, 0.28, -0.25], [-0.14, -0.27, 0.46], [-0.46, -0.10, -0.39], [-0.34, 2.35, -2.47], [-0.14, 0.08, 0.08], [-0.04, -0.26, 0.03], [-0.28, -0.50, 0.29], [0.15, -0.08, 0.19], [-0.22, 0.28, -0.55], [1.28, -2.47, 3.20], [0.26, 0.07, 0.14], [0.18, -0.31, -0.04]],
  "e_above_lowest_kcal_mol": 133.0,
  "gap_ev": [7.99, 8.01],
  "homo_ev": [-8.7, -8.8],
  "charge": 0
}



# 4
{
  "formula": "C6H7N2O2",
  "method": "ωB97M-V/def2-TZVPD",
  "symbols": ["C", "C", "C", "C", "C", "C", "N", "N", "O", "O", "H", "H", "H", "H", "H", "H", "H"],
  "xyz": [[1.296623, 0.896385, 0.307711], [1.584480, -0.542241, 0.617891], [0.954673, 1.004537, -1.047146], [-1.082946, 0.750096, 0.777520], [-2.441682, -0.285597, -0.727151], [0.881140, -1.567615, 0.236485], [-0.246680, 0.623679, -1.330005], [-1.112837, 0.189766, -0.342939], [0.041637, 1.168922, 1.134392], [-2.859560, -0.898788, 0.168922], [2.052994, 1.712302, 0.582755], [2.366323, -0.761870, 1.362950], [1.745673, 1.315235, -1.710202], [-1.932711, 0.760855, 1.448244], [-2.699944, -0.170617, -1.806697], [1.401176, -2.487264, 0.631421], [0.051638, -1.707782, -0.304147]],
  "atomic_forces_ev_per_a": [[0.92, 0.40, 3.31], [1.83, 1.31, 1.52], [-3.24, -0.79, -1.02], [1.24, 0.39, 3.01], [2.12, -0.61, -1.38], [3.90, -2.88, 2.32], [1.37, 0.52, -2.75], [-0.72, 0.82, -4.63], [1.59, 2.35, 1.78], [-3.08, -1.30, 0.96], [-1.15, -1.51, 0.31], [-0.14, 0.48, -0.66], [-0.59, 0.08, -0.95], [0.05, 0.27, 0.11], [-0.20, 0.14, 0.76], [-1.32, 0.59, -0.52], [-2.56, -0.26, -2.18]],
  "e_above_lowest_kcal_mol": 119.5,
  "gap_ev": 9.98,
  "homo_ev": -14.9,
  "smiles": "C=C[C@H]1C=N[N+](C=O)=CO1",
  "charge": 1
}



# 5
{
  "formula": "C6H7N2O2",
  "method": "ωB97M-V/def2-TZVPD",
  "symbols": ["C", "C", "C", "C", "C", "C", "N", "N", "O", "O", "H", "H", "H", "H", "H", "H", "H"],
  "xyz": [[-0.475218, -1.896682, 0.926622], [-1.653234, -0.823760, 2.332108], [0.555443, 2.276857, -1.309179], [0.254041, 1.538187, -0.191004], [0.355383, 0.147884, -0.290513], [1.072614, -0.599669, -1.347920], [-1.211609, -2.024796, 1.959971], [-0.293596, -0.549585, 0.616480], [-2.455181, -0.381555, 3.070406], [-1.012359, 0.189526, 1.489220], [0.001006, -2.794145, 0.463106], [0.343441, 3.357004, -1.418831], [1.080179, 1.880069, -2.093955], [-0.198890, 2.047669, 0.676798], [1.338633, -1.593340, -0.958815], [1.939169, -0.087142, -1.743384], [0.360178, -0.686523, -2.181110]],
  "atomic_forces_ev_per_a": [[0.21, -1.55, 0.89], [-1.73, 3.72, 0.85], [-0.95, 1.01, 2.86], [-0.16, 3.11, -1.29], [0.59, -1.18, 0.05], [-0.48, -0.50, -0.09], [0.73, -2.34, -0.97], [0.45, 0.89, -0.70], [0.22, -1.00, 0.36], [-0.18, -1.02, 0.52], [-0.31, 1.31, -0.02], [0.04, -0.76, 0.46], [0.92, -1.16, -2.03], [0.23, -0.63, -0.68], [0.04, 0.34, -0.50], [0.20, 0.07, 0.24], [0.19, -0.32, 0.07]],
  "e_above_lowest_kcal_mol": 85.9,
  "gap_ev": [8.38, 8.38],
  "homo_ev": [-14.9, -14.9],
  "smiles": "C=C/C(C)=[N+]1/C=NC(=O)O1",
  "charge": 1
}



# 6
{
  "formula": "C6H7N2O2S",
  "method": "ωB97M-V/def2-TZVPD",
  "symbols": ["C", "C", "C", "C", "C", "C", "N", "N", "O", "O", "S", "H", "H", "H", "H", "H", "H", "H"],
  "xyz": [[2.216267, -0.924306, 0.529851], [2.516749, -0.362023, 1.687701], [0.890795, -0.549185, 0.114618], [0.352182, 0.410977, 0.887453], [-0.888415, 1.202261, 0.612776], [-1.086566, -0.330946, -1.326565], [0.258105, -0.909910, -1.092007], [-1.086456, 1.180933, -0.984136], [-2.397347, 1.530309, -1.194033], [-2.149934, -0.904509, -0.898762], [1.247493, 0.595340, 2.326424], [2.880467, -1.533273, -0.023230], [3.535964, -0.660695, 2.118464], [-1.757532, 0.642969, 1.014125], [-0.698072, 2.177585, 1.037028], [-1.140293, -0.194125, -2.398166], [0.116245, -1.951043, -1.149456], [-2.809653, 0.579641, -1.262087]],
  "atomic_forces_ev_per_a": [[-1.88, -0.04, -1.11], [2.97, -0.87, 2.08], [-0.24, 0.09, -1.54], [-0.73, 0.00, 0.50], [-0.06, -1.73, -1.85], [0.54, 1.60, -1.57], [0.02, -1.54, 0.31], [2.37, -0.21, 3.38], [-1.78, -0.61, -0.77], [-1.13, -1.45, 1.26], [1.03, 0.70, 0.46], [0.44, -0.60, -0.48], [-1.86, 1.05, 0.11], [0.15, 0.71, -0.02], [-0.70, 0.54, -0.28], [0.39, -0.20, -1.26], [0.29, 1.46, 0.09], [0.17, 1.11, 0.68]],
  "e_above_lowest_kcal_mol": 58.0,
  "gap_ev": 6.90,
  "homo_ev": -3.8,
  "smiles": "[O-][C@@H]1Nc2ccsc2CN1O",
  "charge": -1
}



# 7
{
  "formula": "C6H7N3",
  "method": "ωB97M-V/def2-TZVPD",
  "symbols": ["C", "C", "C", "C", "C", "C", "N", "N", "N", "H", "H", "H", "H", "H", "H", "H"],
  "xyz": [[-0.916208, 0.147506, 1.227072], [-0.426570, -0.740018, -1.491261], [0.423805, -1.526164, -0.800648], [-0.573959, 0.733505, -1.201964], [1.103552, -0.946340, 0.396965], [0.512261, -0.042520, 1.225337], [-2.019311, 0.440483, 1.270361], [-1.491561, 1.479168, -1.594568], [1.151845, 0.756527, 2.142863], [-1.225970, -1.146749, -2.202505], [0.511257, -2.616062, -1.004763], [0.265682, 1.180672, -0.750734], [2.142784, -1.171606, 0.533775], [-2.228582, 0.979145, -2.137035], [0.545643, 1.508770, 2.268604], [2.225333, 0.963682, 2.118501]],
  "atomic_forces_ev_per_a": [[0.71, -0.02, 0.30], [-1.49, -0.03, -0.11], [-0.52, 0.07, 0.92], [0.36, -2.01, -1.90], [-0.81, -0.08, -0.63], [1.18, -1.63, -1.06], [-0.84, -0.05, 0.32], [-1.57, 0.68, -1.09], [2.82, -0.51, 0.26], [1.56, 0.44, 0.77], [0.08, 0.97, 0.04], [0.91, 0.65, 0.66], [0.46, 0.03, 0.15], [0.57, 0.23, 0.67], [-0.26, 1.92, 1.02], [-3.16, -0.65, -0.32]],
  "e_above_lowest_kcal_mol": 57.2,
  "gap_ev": 8.84,
  "homo_ev": -8.6,
  "smiles": "[H]\\N=C/C=C\\C=C(\\N)C#N",
  "charge": 0
}